No. 1
118
Properties=species:S:1:pos:R:3:forces:R:3:mulliken_charge:R:1 method="wB97M-V/def2-TZVPD" multiplicity=1 fmax_ev_per_a=10.3 e_homo_ev=-10.510 homo_lumo_gap_ev=8.3
F 3.2045 0.6490 -2.8399 0.598 0.968 5.099 -0.26
F 1.7955 2.7235 1.3799 1.591 -1.474 -5.151 -0.22
O 0.9013 7.1228 4.6514 -0.390 1.438 0.611 -0.50
O -6.2987 0.3224 4.3464 -0.409 1.478 0.639 -0.49
O 2.3481 3.3819 -0.9780 -1.016 -6.492 7.217 -0.48
O -2.0340 4.8373 1.3847 0.155 -0.675 1.520 -0.53
O -2.2202 0.1016 0.3296 0.827 1.604 -3.592 -0.36
O -10.5427 -0.3725 3.8759 -0.036 -0.719 -1.406 -0.52
O -4.6441 -1.8716 0.6025 -0.796 -0.244 1.651 -0.50
O 0.8627 9.2869 5.0615 -0.526 -1.930 0.137 -0.50
O -0.7280 -4.4525 -3.3202 -0.189 1.745 -0.624 -0.55
O 7.8162 -0.3819 -1.2535 0.138 1.268 0.826 -0.48
O 7.8424 1.0703 0.4029 0.253 -0.756 -1.835 -0.50
O -6.3373 2.4865 4.7565 -0.448 -1.762 0.128 -0.54
O 1.0118 -2.5191 -7.1948 1.090 0.958 -1.425 -0.60
O 11.2770 -2.4644 -6.4536 -0.489 -0.401 1.722 -0.52
O 2.8689 -3.5443 -0.5244 1.382 -0.524 -0.464 -0.62
O -8.5048 -0.6261 8.9184 1.627 -0.555 -0.433 -0.47
O -11.0644 -0.9412 1.8124 0.821 -0.045 1.699 -0.53
O 7.1674 -0.8115 -5.1542 -1.603 -0.820 -0.037 -0.57
O 0.2549 4.7204 -3.5761 0.208 1.670 0.157 -0.50
O 1.5923 -1.3712 -8.9832 0.093 -0.943 1.977 -0.50
O -1.3399 1.6465 -1.4733 2.379 -2.600 0.989 -0.59
O 0.6808 -0.0156 2.0419 4.379 -2.653 -8.344 -0.44
O 2.6275 0.1920 0.6546 -1.466 -2.136 1.131 -0.24
O 4.9348 0.8657 -1.1292 -10.094 -0.177 -2.080 -0.42
O 0.4696 6.8553 -4.0758 -0.121 -1.511 1.027 -0.54
O 11.5066 -2.7889 -4.2867 -0.708 0.135 -1.548 -0.52
O -3.9759 -5.4980 0.5041 -0.005 -0.893 -1.517 -0.50
O 5.4860 -2.0976 -5.7644 1.125 1.019 0.939 -0.61
O -6.1202 -2.2654 2.1897 1.389 0.341 -0.835 -0.51
O 4.4236 -4.6603 -1.6157 -0.929 1.229 1.293 -0.50
O -2.6145 3.6894 3.1732 0.971 1.045 -1.149 -0.52
O -4.1741 -7.1289 -0.9637 0.292 1.631 0.626 -0.54
O -6.9501 -1.7421 7.8271 -0.773 1.090 1.168 -0.47
O -0.9656 -2.2789 -3.5897 0.009 -1.697 -0.664 -0.63
N -1.8284 4.3809 2.5154 -0.992 -0.429 -0.279 0.93
N -0.8761 -3.4380 -4.0113 -0.019 -0.484 0.620 0.92
N 4.0352 -3.9091 -0.7136 -0.263 -0.613 -0.843 0.85
N -6.7390 1.3279 4.9154 0.802 0.186 -0.693 0.92
N 10.8462 -2.7551 -5.3315 1.068 0.204 -0.047 0.86
N 0.3916 5.9129 -3.2790 -0.058 -0.258 -1.025 0.89
N 8.0508 0.7306 -0.7677 -0.407 -0.521 0.864 0.85
N 6.0679 -1.3471 -4.9724 0.564 -0.101 -0.615 1.06
N 1.7979 -1.8276 -7.8525 -0.614 0.275 -0.982 0.86
N -4.9845 -1.9907 1.7853 -0.659 -0.165 -0.691 0.90
N -7.3385 -0.9909 8.7292 -0.696 -0.496 -0.727 0.80
N 0.6275 -1.4127 -0.0595 2.600 1.729 0.920 -0.04
N 2.4967 1.0073 -0.4057 0.510 3.687 -1.346 0.70
N -3.9499 -5.9555 -0.6443 -0.258 -0.577 0.867 0.88
N 0.4610 8.1283 5.2204 0.842 0.442 -0.652 0.81
N -10.4476 -1.0905 2.8737 -0.656 0.705 -0.168 0.88
C -0.6542 7.9313 6.1854 -0.208 -0.241 0.137 -0.69
C -3.6189 -5.0119 -1.7460 0.096 0.322 -0.054 -0.65
C 3.1127 -1.5133 -7.2310 0.055 -0.119 0.319 -0.74
C -9.5064 -2.2405 2.9466 0.245 -0.142 0.181 -0.64
C -0.9545 -3.6236 -5.4855 -0.022 -0.202 -0.081 -0.77
C -0.1077 -0.7577 -1.2069 0.121 0.473 -1.392 0.21
C 3.6195 0.8622 -1.4081 7.212 0.113 -0.249 0.21
C 5.0611 -3.3945 0.2332 0.348 -0.039 0.095 -0.68
C 9.4008 -3.0945 -5.2350 -0.202 -0.087 0.145 -0.62
C 8.6374 1.7579 -1.6701 0.108 0.031 -0.343 -0.73
C -0.5136 4.6952 3.1369 0.114 -0.007 0.216 -0.41
C -3.9275 -1.7837 2.8117 0.063 0.007 0.369 -0.75
C 0.4698 6.2495 -1.8319 -0.045 -0.165 0.343 -0.58
C 2.2276 2.4446 -0.0209 0.628 4.881 -4.394 0.44
C 1.2708 -0.4100 0.8785 -4.783 0.622 6.212 0.40
C -7.8542 1.1309 5.8804 -0.232 -0.322 0.092 -0.63
C 5.3780 -1.0659 -3.6845 0.131 0.191 0.141 -0.56
C -6.3126 -0.4763 9.6760 0.346 -0.039 0.073 -0.73
B -1.2620 0.3287 -0.7706 -1.372 1.820 1.044 0.44
H -0.1325 -3.0607 -5.9326 -0.602 -0.176 0.410 0.37
H -1.9230 -3.2417 -5.8147 0.209 0.081 0.093 0.30
H 5.2376 -2.0193 -3.1708 -0.060 0.080 -0.188 0.31
H 9.1615 -3.3283 -4.1955 0.199 0.082 -0.228 0.29
H 9.6015 2.0532 -1.2506 -0.259 0.021 0.014 0.29
H 0.3879 5.3290 -1.2501 0.010 0.200 -0.259 0.14
H 8.8347 -2.2250 -5.5750 0.158 -0.245 -0.079 0.19
H -4.4682 -4.9955 -2.4322 0.178 -0.129 0.100 0.30
H -7.5122 1.4830 6.8557 -0.088 0.100 -0.228 0.21
H 8.7661 1.3234 -2.6636 -0.075 -0.003 0.296 0.28
H -0.4380 5.7817 3.2164 0.054 -0.266 -0.147 0.24
H 1.4338 6.7316 -1.6573 -0.232 0.019 -0.095 0.29
H 9.2221 -3.9604 -5.8759 0.047 0.245 0.008 0.30
H -0.3586 6.9240 -1.6052 0.227 -0.035 -0.105 0.29
H 0.6835 -0.2086 -1.8985 -1.678 -1.046 1.085 -0.09
H -6.5901 -0.8125 10.6772 -0.049 0.180 -0.191 0.29
H -0.3122 8.2834 7.1607 -0.091 0.068 -0.234 0.29
H -0.4703 4.2323 4.1250 -0.112 0.080 -0.292 0.28
H 3.1882 -0.4268 -7.1515 0.010 -0.180 -0.187 0.30
H 4.7836 -3.7308 1.2344 -0.056 0.175 -0.183 0.30
H -8.7581 -2.1041 2.1631 -0.177 -0.082 0.086 0.26
H -4.3661 -1.9187 3.8026 -0.042 0.038 -0.339 0.31
H 6.0366 -3.7945 -0.0513 -0.321 0.062 -0.020 0.30
H -1.5057 8.5146 5.8286 0.228 0.009 0.123 0.29
H 1.3703 -2.0883 -0.4135 -1.108 1.285 0.556 0.24
H 3.1560 -1.9762 -6.2429 -0.126 0.066 -0.387 0.31
H 4.4206 -0.5963 -3.9191 0.324 -0.347 -0.063 0.26
H -0.6219 -1.5779 -1.9020 1.273 1.692 1.965 0.14
H -3.1447 -2.5235 2.6325 -0.095 0.230 -0.132 0.33
H 3.8901 -1.9191 -7.8815 -0.169 0.184 0.089 0.31
H -0.9039 6.8690 6.2247 0.151 0.259 -0.086 0.29
H -5.3371 -0.8763 9.3915 -0.319 0.046 -0.024 0.31
H -2.7176 -5.3829 -2.2381 -0.243 -0.019 0.054 0.27
H -8.1039 0.0686 5.9197 0.116 0.260 -0.082 0.21
H -0.8618 -4.6876 -5.7129 -0.021 0.247 0.219 0.29
H 0.2638 4.2894 2.4865 -0.176 0.194 0.063 0.04
H -9.0357 -2.2498 3.9319 -0.160 0.107 -0.255 0.25
H -0.4169 1.8717 -1.8494 -2.367 -0.596 0.567 0.27
H -8.7057 1.7142 5.5236 0.215 -0.027 0.122 0.31
H -3.4465 -4.0204 -1.3221 -0.081 -0.278 0.024 0.23
H 7.9442 2.6008 -1.7046 0.168 -0.118 0.149 0.29
H -3.5479 -0.7667 2.6934 0.026 -0.253 -0.110 0.24
H -2.9907 0.7431 0.1762 1.619 -1.144 0.505 0.26
H -10.0865 -3.1518 2.7877 0.093 0.209 -0.112 0.30
H 6.0010 -0.3952 -3.0891 -0.095 -0.216 -0.234 0.14
H -6.3177 0.6133 9.6072 -0.118 -0.198 0.108 0.28
H 5.0560 -2.3049 0.1644 -0.080 -0.154 0.112 0.26


No. 2
73
Properties=species:S:1:pos:R:3:forces:R:3:mulliken_charge:R:1 method="wB97M-V/def2-TZVPD" multiplicity=1 total_charge=+1 fmax_ev_per_a=2.1 e_homo_ev=-11.994 homo_lumo_gap_ev=7.1
Bi -1.3080 -1.9282 0.7870 -0.439 1.618 1.252 1.46
Si -4.4282 -1.1879 1.1784 -0.988 0.801 -0.005 0.07
Si -0.3221 -0.3353 -2.8973 0.297 0.556 -0.657 0.23
O -0.8869 -0.9248 2.7380 -0.550 -0.259 -1.114 -0.42
O 1.3920 2.2661 0.3942 -0.001 0.088 0.834 -0.10
O -0.0632 -0.7848 4.8249 -0.452 -0.405 -1.288 -0.57
O 2.7180 0.6734 -1.3971 0.873 0.008 -0.520 -0.27
N 0.7662 -2.9679 2.2054 0.626 -0.302 0.078 -0.59
C 0.0742 2.8103 0.5407 0.047 -0.017 -0.209 0.23
C 3.6452 -0.3987 -1.6780 -0.455 0.561 -0.164 -0.39
C -5.6323 0.0590 1.9010 -0.089 -0.048 0.027 -1.12
C 0.3683 -2.7870 3.6211 0.321 0.078 -0.175 -0.56
C 3.2875 2.0486 1.9193 0.356 -0.085 0.012 -1.55
C 0.1798 -0.3929 -1.0399 0.556 0.630 0.185 1.56
C 1.0366 -1.0276 -4.0103 0.087 -0.034 0.305 -1.01
C 2.9381 1.9072 -2.1122 -0.132 -0.550 -0.012 -0.16
C -4.0893 -2.5043 2.4758 0.174 0.005 0.154 -1.08
C -0.5715 1.4906 -3.2655 -0.047 0.055 0.103 -0.93
C 4.5141 -0.6840 -0.4781 0.312 -0.006 0.105 -1.25
C -2.8755 -0.2509 0.6940 0.969 -0.554 -0.079 -0.75
C -5.1353 -1.9767 -0.3682 0.079 -0.069 -0.027 -0.93
C -1.8991 -1.2660 -3.3220 -0.052 -0.200 0.249 -0.84
C -0.5046 2.9254 1.9456 -0.113 -0.004 -0.183 -1.50
C 4.2907 2.4875 -1.7985 0.197 0.251 -0.017 -1.18
C 1.9630 1.4962 1.4638 -0.827 -0.127 -0.047 0.68
C -0.2238 -1.3940 3.7843 0.536 0.149 1.116 0.63
H 4.3725 3.4694 -2.2745 0.136 -0.111 0.046 0.43
H -2.3386 -0.8536 -4.2459 0.185 -0.121 0.339 0.36
H -4.5893 -2.8782 -0.6810 -0.141 0.110 0.020 0.32
H 1.6610 -2.4852 2.0511 -0.437 -0.219 0.051 0.17
H 3.9133 -0.8951 0.4150 0.080 0.070 -0.168 0.13
H -5.4562 0.2017 2.9764 -0.031 -0.010 -0.242 0.34
H -2.8961 0.1670 -0.3260 -0.106 -0.202 0.328 0.35
H 3.2591 3.1355 2.0156 -0.036 -0.070 -0.025 0.29
H 0.5698 -1.3914 -0.7818 0.125 -0.084 0.108 0.69
H -6.1837 -2.2577 -0.1881 0.301 0.001 -0.110 0.34
H 0.7094 -1.0079 -5.0602 -0.016 0.021 0.289 0.40
H 1.2292 -2.8698 4.3011 -0.439 -0.061 -0.102 0.35
H 0.9467 -3.9544 2.0145 -0.011 0.220 0.016 0.25
H 1.2807 1.4224 2.3278 0.149 0.085 -0.426 0.52
H 2.1360 2.5730 -1.7783 0.234 -0.184 -0.064 0.04
H -0.6111 1.7077 -4.3428 -0.012 -0.177 0.253 0.41
H 3.0370 -1.2797 -1.9320 0.172 0.143 -0.032 0.28
H -0.5960 2.1938 -0.0848 -0.044 0.222 0.132 -0.08
H -0.6112 0.0239 -0.3921 -0.044 -0.101 -0.152 -0.85
H 4.4035 2.6177 -0.7145 0.015 -0.011 -0.325 0.20
H 0.1859 3.4192 2.6351 -0.094 -0.092 -0.054 0.37
H 5.0938 1.8439 -2.1834 -0.109 0.277 0.158 0.33
H -0.8059 1.9541 2.3493 0.177 0.099 0.091 0.23
H -1.5159 1.8344 -2.8257 0.092 0.029 -0.059 0.32
H -5.5015 1.0332 1.4116 -0.073 -0.191 0.079 0.35
H 5.1377 -1.5565 -0.6887 0.002 0.016 0.087 0.46
H -0.3978 -3.5272 3.9010 0.285 0.166 -0.118 0.30
H 1.0562 0.3354 -0.8318 -1.142 -1.188 -0.405 -1.04
H 2.1018 0.4835 1.0629 0.014 -0.019 0.175 -0.43
H 3.5268 1.6260 2.9003 0.081 0.044 -0.102 0.43
H 4.2675 -0.1381 -2.5514 -0.284 -0.195 0.207 0.44
H -5.1092 -1.2665 -1.2057 -0.085 -0.139 0.161 0.31
H -6.6794 -0.2489 1.7646 0.274 0.062 0.071 0.35
H 1.9631 -0.4423 -3.9394 -0.226 -0.139 -0.011 0.16
H 5.1795 0.1612 -0.2628 -0.188 -0.191 0.009 0.30
H -2.5755 0.5233 1.4153 -0.010 -0.307 -0.149 0.38
H 0.2320 2.1000 -2.8354 -0.132 -0.120 -0.072 0.23
H 0.1268 3.8060 0.0782 -0.068 -0.231 0.096 0.34
H -1.6934 -2.3319 -3.5000 -0.108 0.225 0.054 0.31
H 1.2744 -2.0717 -3.7602 -0.017 0.200 -0.088 0.34
H -5.0240 -3.0775 2.5800 0.356 -0.018 -0.024 0.35
H -1.4132 3.5349 1.8869 0.150 -0.032 -0.018 0.42
H -3.2837 -3.2247 2.2426 -0.257 -0.081 0.107 0.31
H -2.6566 -1.1888 -2.5296 -0.001 -0.018 -0.187 0.02
H 4.0822 1.7639 1.2219 -0.087 0.199 0.159 0.16
H -3.8605 -2.0577 3.4542 0.010 -0.090 -0.275 0.33
H 2.8190 1.7205 -3.1954 0.073 0.074 0.250 0.34


No. 3
76
Properties=species:S:1:pos:R:3:forces:R:3:mulliken_charge:R:1 method="wB97M-V/def2-TZVPD" multiplicity=1 total_charge=+2 fmax_ev_per_a=7.1 e_homo_ev=-13.438 homo_lumo_gap_ev=6.0
Sc -1.0500 0.3020 -0.3000 0.008 0.290 -2.499 -2.17
Cl -2.8445 1.0860 -2.3493 -0.714 -0.292 0.148 0.03
P -1.3804 2.9233 -0.0990 0.037 2.424 -0.109 1.24
P -2.4642 -1.9605 -0.6218 -0.738 -1.356 -0.186 1.28
Si 1.3444 -0.3963 0.3747 -0.702 0.109 -0.051 1.26
Si 2.3542 -0.2567 -1.7513 0.559 0.160 -0.461 0.19
Si 2.2870 1.1095 1.8578 0.322 -0.047 0.332 0.66
Si 1.7479 -2.4970 1.2541 0.358 -0.529 0.316 0.43
O -1.9481 -0.3399 2.8020 1.045 1.331 -4.794 -0.25
O -4.0783 0.9709 0.0486 -0.062 0.796 -4.898 -0.34
C 3.8460 -1.4193 -1.8496 -0.163 -0.033 0.026 -1.11
C 0.8757 -3.9048 0.3584 -0.090 -0.054 -0.063 -1.14
C 1.1422 -0.7369 -3.1273 0.149 -0.080 -0.119 -1.01
C -2.7492 -3.0981 0.7841 0.211 0.296 0.268 -1.41
C 3.0181 1.4773 -2.1360 -0.135 -0.125 -0.100 -1.05
C -4.3062 1.1924 -1.1551 0.976 -1.336 5.028 0.79
C 3.9934 0.4441 2.3119 -0.053 0.227 0.050 -1.20
C -1.6443 -2.9589 -1.9041 0.382 -0.051 -0.289 -0.93
C -0.0913 3.6528 -1.1750 0.483 -0.226 -0.171 -0.97
C -1.2157 3.7912 1.4873 0.106 -0.294 0.480 -1.25
C -1.6688 -0.0488 1.7077 -1.133 -1.730 6.763 0.58
C -5.5865 1.5286 -1.7686 -0.729 0.110 -1.210 -1.18
C 2.5182 2.8659 1.2242 0.060 0.065 0.045 -1.07
C 1.0920 -2.4528 3.0235 -0.044 -0.161 0.006 -1.10
C 3.5849 -2.9331 1.2520 -0.114 0.005 0.063 -1.07
C 1.1985 1.1794 3.3917 0.227 0.065 0.046 -1.07
C -4.1537 -1.9352 -1.3214 0.005 0.741 0.073 -1.39
C -2.7934 3.8993 -0.7701 -0.528 -0.685 -0.123 -1.41
H 2.2281 2.2306 -2.2457 0.151 -0.134 -0.021 0.23
H 3.7388 1.8512 -1.3974 -0.130 -0.225 -0.191 0.30
H -4.8387 -1.4977 -0.5880 0.008 -0.120 -0.180 0.35
H -0.2484 3.3207 -2.2071 -0.006 -0.004 0.066 0.42
H -5.9781 0.7428 -2.4707 0.555 0.542 0.702 0.31
H 1.1202 -4.8265 0.9092 -0.097 0.169 -0.184 0.42
H 1.7600 1.7860 4.1173 -0.301 -0.117 0.044 0.50
H 4.5931 0.1428 1.4417 -0.157 0.207 0.166 0.33
H 1.2095 -4.0409 -0.6793 0.036 0.036 0.230 0.33
H -2.5968 4.9761 -0.8145 0.262 -0.296 0.187 0.55
H 0.2290 1.6593 3.2137 0.167 -0.009 0.062 0.17
H -1.7257 -2.4341 -2.8667 0.049 -0.116 0.204 0.45
H -4.4943 -2.9384 -1.5787 0.150 0.000 0.041 0.57
H 1.6106 3.4785 1.2671 0.199 -0.109 0.048 0.26
H 4.3513 -1.1925 -2.8020 -0.091 -0.102 0.226 0.44
H -3.5961 -2.6913 1.3551 0.222 -0.198 -0.057 0.45
H 4.5718 -1.2764 -1.0378 -0.215 0.092 -0.202 0.33
H 1.7811 -1.9383 3.7085 -0.148 -0.246 -0.161 0.39
H 1.0101 0.1935 3.8316 0.097 0.231 -0.059 0.31
H -0.5840 -3.1090 -1.6731 -0.290 -0.001 -0.124 -0.11
H 3.9653 -0.4110 3.0022 -0.050 0.326 -0.109 0.32
H -0.1232 4.7497 -1.1802 -0.148 -0.248 0.184 0.50
H -1.1019 4.8716 1.3519 0.028 -0.210 -0.113 0.43
H 3.5388 1.4003 -3.1045 -0.116 0.093 0.252 0.45
H 3.6939 -3.7554 1.9750 0.104 0.127 -0.169 0.41
H -3.0099 3.5468 -1.7827 -0.019 0.335 0.156 0.41
H 0.2455 -0.0997 -3.1855 0.035 -0.038 0.007 0.26
H 1.6664 -0.6151 -4.0884 -0.200 -0.014 0.174 0.45
H -6.3542 1.8122 -1.0421 0.363 -0.418 0.166 0.36
H 3.2542 3.3118 1.9084 -0.166 0.089 -0.167 0.45
H 3.9306 -3.2895 0.2722 -0.149 0.055 0.301 0.35
H 2.9275 2.9343 0.2118 -0.022 -0.038 0.216 0.24
H 0.8265 -1.7877 -3.0700 0.057 0.260 0.042 0.27
H 0.9105 3.3403 -0.8717 -0.120 0.029 -0.024 -0.03
H -1.8684 -3.1357 1.4375 -0.306 -0.135 -0.096 0.29
H -0.2150 -3.7994 0.3456 0.280 -0.124 0.088 0.17
H -2.1321 3.6100 2.0555 0.045 0.042 0.018 0.44
H 4.2409 -2.1141 1.5680 -0.185 -0.242 -0.051 0.29
H -3.0015 -4.1048 0.4183 0.109 0.353 0.108 0.46
H 0.1042 -1.9804 3.1348 0.270 -0.173 -0.090 0.24
H -0.3830 3.4014 2.0747 -0.052 0.131 -0.038 0.14
H -4.1294 -1.3117 -2.2222 -0.229 -0.275 0.071 0.37
H -5.4032 2.4080 -2.3751 -0.051 0.236 -0.420 0.38
H -2.1389 -3.9373 -2.0049 0.132 0.310 0.115 0.46
H 4.4947 1.2935 2.8019 0.112 -0.378 -0.005 0.45
H -3.6728 3.7298 -0.1417 0.032 0.119 -0.083 0.39
H 0.9937 -3.5061 3.3318 0.065 0.317 0.160 0.46
H 3.5712 -2.4824 -1.8533 -0.002 0.253 -0.061 0.30